[1]
33
Properties=species:S:1:pos:R:3:forces:R:3 method="wB97M-V/def2-TZVPD" lumo_energy_ev=-7.6 e_homo_ev=-15.954 total_charge=+2 orbital_gap_ev=8.3667 e_tot_ha=-890.3706
O -1.029619 -0.409268 -1.407661 -0.07 -0.20 0.66
O 1.950620 1.982118 -2.868729 -0.69 -1.03 0.61
O -1.266213 -0.349278 1.406109 -0.60 -0.90 0.68
O 1.233531 1.052563 -0.909232 -0.15 0.19 -0.37
N 0.414598 0.354257 -3.020021 -0.07 0.26 1.51
N 0.457460 0.310315 2.972431 0.81 -0.04 0.23
C 0.580640 0.204108 5.772412 -0.12 0.05 -0.78
C -2.260074 -2.108802 -3.401963 1.69 0.89 -0.46
C 0.775667 0.596975 -4.419337 -0.04 -0.94 -0.18
C -1.099853 -1.414508 -3.578533 -1.67 -1.12 0.24
C -0.615756 -0.487459 -2.549803 0.47 0.50 -0.89
C 1.508297 0.893604 3.635848 -0.70 -0.03 0.24
C -0.491851 -0.391638 3.673394 0.76 0.80 0.56
C 1.197147 1.131883 -2.137396 -0.11 0.03 -0.56
C -1.566967 -0.967496 2.783385 -0.10 0.17 -0.66
C -0.443858 -0.445076 5.078659 -0.33 -0.39 -0.71
C 1.695118 1.787112 -4.298652 0.21 0.87 -0.23
C 1.553992 0.876622 5.026386 0.04 0.15 -0.21
Be 0.097851 0.327865 1.359950 0.29 0.16 -0.50
H -1.698738 -0.822052 0.664812 0.11 0.32 -0.21
H 2.258428 1.409684 3.020342 -0.42 -0.26 0.37
H -2.906673 -1.911969 -2.555170 0.10 -0.14 0.00
H 2.654439 1.646193 -4.815458 -0.33 0.11 0.39
H 1.188800 2.675049 -4.695371 0.39 0.01 0.35
H -2.577469 -0.638858 3.098476 0.55 -0.26 -0.39
H -0.092168 0.784425 -5.063699 0.13 0.09 0.40
H -0.497023 -1.541724 -4.474981 -0.16 -0.14 0.26
H -2.544373 -2.860883 -4.131299 -0.16 0.20 0.10
H -1.500256 -2.062165 2.626474 -0.08 0.61 0.30
H 1.304984 -0.265359 -4.837489 -0.06 0.04 0.15
H -1.203801 -0.996172 5.634745 0.12 0.16 -0.27
H 2.321035 1.436677 5.543906 0.17 -0.13 -0.14
H 0.602097 0.203244 6.867464 0.01 -0.02 -0.49


[2]
28
Properties=species:S:1:pos:R:3:forces:R:3 method="wB97M-V/def2-TZVPD" relative_energy_kj_mol=63.9 lumo_energy_ev=0.8 smiles=CC(C)(C)N.CC(C)C#N e_homo_ev=-8.897 orbital_gap_ev=9.6687 e_tot_ha=-425.1066
N 0.371500 1.137123 1.348930 0.14 0.65 -0.15
N -2.129517 0.407537 -1.030902 0.60 -0.39 -0.01
C 0.855429 -0.398401 3.130883 -0.17 0.06 -0.25
C -1.051234 0.227504 -1.401905 -1.13 0.94 -0.38
C -0.030926 -0.111886 1.923102 -0.33 -2.16 -1.58
C 0.130302 -1.425426 0.868150 0.11 0.78 2.44
C 0.204179 -0.741110 -3.264560 -0.20 -0.09 0.14
C 0.218374 0.278413 -2.120237 0.50 -0.28 -0.16
C 0.472349 1.701979 -2.631470 -0.20 -0.03 0.16
C -1.499789 -0.032778 2.301663 0.05 0.15 -0.07
H -0.290588 1.997846 -3.350713 -0.03 -0.03 0.00
H 0.845600 0.461938 3.802386 -0.04 -0.04 -0.02
H 1.321825 1.115700 1.000382 -0.06 0.03 -0.06
H -0.055577 -2.285161 1.508398 0.42 -0.28 0.31
H 1.173774 -0.768453 -3.746371 0.21 -0.01 -0.08
H -1.666211 0.790466 2.994931 -0.01 0.07 0.09
H -0.267127 1.445301 0.627523 0.10 -0.01 -0.03
H -1.826439 -0.957465 2.774216 -0.04 -0.06 -0.02
H 1.176063 -1.449278 0.559137 -0.07 -0.13 -0.28
H 0.493919 -1.272890 3.661382 0.02 -0.16 0.12
H -0.036258 -1.740180 -2.897314 0.06 0.04 -0.03
H -0.576953 -1.656508 0.077176 -0.04 0.99 -0.31
H -2.095285 0.144167 1.402723 -0.05 -0.06 0.17
H -0.540239 -0.468339 -4.011623 -0.05 0.03 0.01
H 1.013563 0.009059 -1.420901 -0.06 -0.02 0.03
H 1.442008 1.751058 -3.115177 0.15 -0.05 -0.09
H 1.885082 -0.579920 2.824624 0.12 -0.02 -0.01
H 0.462176 2.419703 -1.814433 0.00 0.05 0.06


[3]
28
Properties=species:S:1:pos:R:3:forces:R:3 method="wB97M-V/def2-TZVPD" relative_energy_kj_mol=0.0 lumo_energy_ev=2.7 e_homo_ev=-3.661 total_charge=-1 orbital_gap_ev=6.3823 e_tot_ha=-9680.1367
Te 1.923227 -3.864335 -1.376257 0.11 0.07 0.11
Se -1.229603 -2.102539 -2.421322 -0.12 0.01 -0.16
Se -0.582658 -4.093237 -1.339529 -0.03 0.12 0.06
Se 2.256707 -1.632289 -0.250628 -0.11 0.14 -0.36
Cu 0.669403 -0.788291 -1.890071 0.20 -0.41 0.15
O 1.404013 2.299431 -1.537660 -0.05 0.01 -0.13
O 0.618031 1.195355 -3.287843 -0.12 0.01 0.39
N -1.270625 1.053157 1.041514 -0.06 0.09 0.06
N -0.514060 -0.897339 2.365015 -0.19 -0.17 -0.03
N -0.878663 2.015016 -1.762540 -0.07 -0.12 0.09
N -1.980319 1.394888 -2.407649 -0.03 -0.02 -0.03
C 1.169376 3.005158 -0.323038 -0.05 -0.01 -0.02
C 0.374913 1.774657 -2.236050 0.25 -0.01 -0.11
C -0.908866 0.127771 1.635540 0.14 0.11 -0.06
C 0.717156 -0.749857 3.129955 0.12 -0.02 0.02
C -0.805233 -2.243700 1.853414 -0.02 0.01 -0.03
H 0.771464 2.345256 0.446915 -0.02 -0.01 0.00
H 2.141859 3.379864 -0.014501 -0.01 0.00 0.00
H -1.774557 1.413144 -3.401219 0.02 0.02 0.02
H -1.061029 -2.893038 2.692334 0.01 0.01 0.00
H -1.986941 0.405419 -2.143321 0.04 0.03 -0.01
H 1.589728 -0.949472 2.501694 -0.01 0.01 0.02
H -1.015963 2.011123 -0.755906 0.03 0.14 -0.01
H 0.772111 0.254034 3.547074 0.00 0.01 -0.02
H 0.700649 -1.468135 3.949728 -0.04 0.00 0.02
H 0.053809 -2.636866 1.311736 0.04 -0.02 0.00
H -1.639198 -2.195349 1.157961 -0.02 0.00 0.00
H 0.485270 3.840175 -0.485348 0.00 0.00 0.02


[4]
22
Properties=species:S:1:pos:R:3:forces:R:3 method="wB97M-V/def2-TZVPD" relative_energy_kj_mol=313.0 lumo_energy_ev=1.0 smiles=C[C@H](CN)CN(N)N e_homo_ev=-7.999 orbital_gap_ev=9.0118 e_tot_ha=-379.7146
N 0.073478 -0.382535 -2.787647 -0.55 -0.27 0.27
N -1.351303 -0.716025 2.559178 0.29 -0.20 -0.01
N 1.987863 0.005081 -1.484548 0.04 -0.03 0.68
N 0.758006 -0.659715 -1.592296 -0.59 -1.67 0.55
C -1.722654 -0.006962 1.359777 1.23 2.12 -0.86
C -0.170750 -0.890903 -0.257125 3.11 1.61 -3.92
C -0.441749 0.460793 0.299915 -3.06 -1.60 2.80
C 0.664460 1.116568 1.109102 -0.07 0.20 -0.06
H -2.160015 0.956461 1.634352 -0.14 -0.10 0.27
H -0.948254 -1.624621 2.348907 -0.08 0.13 0.06
H 0.029222 0.614422 -2.991048 0.02 0.12 0.11
H -1.049583 -1.409266 -0.646658 0.28 0.14 0.03
H 0.436187 -1.511010 0.405878 -0.14 0.02 -0.14
H -2.508004 -0.552678 0.831776 0.34 -0.06 -0.18
H 0.538393 -0.835832 -3.576697 -0.10 0.07 0.40
H 1.264719 0.381307 1.651562 0.00 0.06 -0.15
H 1.907724 0.989226 -1.741416 -0.10 0.06 0.08
H 0.250920 1.814712 1.846237 -0.09 -0.07 -0.05
H -0.664898 -0.198131 3.100761 -0.15 -0.07 -0.09
H 2.671485 -0.405374 -2.123112 -0.35 -0.07 0.21
H -0.891638 1.148405 -0.419187 0.01 -0.19 -0.08
H 1.326391 1.706078 0.472288 0.09 -0.20 0.09


[5]
44
Properties=species:S:1:pos:R:3:forces:R:3 method="wB97M-V/def2-TZVPD" relative_energy_kj_mol=382.8 lumo_energy_ev="-6.3 / -8.7" e_homo_ev="-12.339 / -14.697" total_charge=+2 spin_multiplicity=5 orbital_gap_ev="5.9949 / 6.0211" e_tot_ha=-3475.2041
Pd -0.645272 0.142935 0.930719 -1.16 -0.10 0.43
Cl 5.681345 -0.325690 3.748151 -0.76 0.01 0.34
Cl 3.982555 -0.840116 6.408588 -0.23 0.19 -0.54
Cl -0.548236 -0.588947 3.524614 0.14 -0.08 0.41
Cl 0.829847 -0.487342 6.315783 0.33 -0.17 -0.12
Cl 4.123937 0.202242 1.051872 0.06 -0.19 0.69
O 1.367956 -0.114757 1.236747 2.58 -0.67 3.66
O -1.701220 0.053403 -1.953786 0.74 -0.18 -0.07
N -3.782384 -0.986031 -1.872195 -0.34 -1.88 -2.16
N -0.267192 1.436012 -0.665499 1.25 2.11 -1.79
N -0.521263 -1.410073 -0.609757 0.70 -1.20 0.12
C -3.376889 0.797408 -0.281105 -0.77 2.74 0.92
C -0.618586 1.924236 -3.050456 0.70 0.17 2.05
C 0.679279 2.451997 -0.608554 -0.68 -1.33 -0.08
C 1.157402 -0.421020 3.644423 0.29 0.03 1.14
C 1.781210 -0.470076 4.899498 -1.01 -0.05 -1.28
C -2.986074 -0.095297 -1.328366 0.04 0.99 1.30
C 3.301983 -0.135704 2.528453 1.88 0.24 0.44
C 3.951819 -0.313632 3.746728 0.40 -0.12 -0.81
C 1.083967 3.131726 -1.733532 -0.90 0.46 -1.12
C 0.611334 -2.629197 -2.903275 -0.38 0.36 1.80
C 1.910896 -0.216885 2.442381 -2.23 0.02 -3.02
C -2.554936 0.882444 1.010393 -0.20 -0.66 -0.81
C -0.830535 1.266104 -1.821839 -0.45 0.26 -1.46
C 3.193153 -0.528947 4.936238 0.73 0.18 0.17
C -0.861132 -1.121330 -1.828109 0.53 0.66 0.22
C 0.920879 -3.074320 -1.585464 -0.49 0.13 -0.90
C 0.413967 2.891651 -2.959625 -0.47 -0.98 -0.79
C 0.377517 -2.423087 -0.482443 -1.06 0.18 -1.16
C -0.337797 -1.608355 -2.975716 0.55 -0.09 -2.20
H -2.889544 0.196838 1.769123 -0.71 0.21 0.49
H 0.731614 3.347381 -3.915118 -0.16 0.10 0.87
H -3.716824 -1.210280 -2.864032 -0.46 0.01 0.43
H 0.552235 -2.737366 0.515759 0.42 -0.18 0.65
H 1.121083 2.568754 0.368011 0.10 0.19 0.03
H 1.070017 -2.982580 -3.817445 0.03 -0.32 0.24
H -0.577225 -1.137518 -3.953881 -0.04 -0.50 0.86
H -4.445393 0.604496 -0.050510 0.55 -0.16 -0.15
H -1.227041 1.641331 -3.911080 0.49 0.35 0.10
H -3.464715 1.816878 -0.769054 0.18 -0.39 0.69
H 1.506304 -3.962680 -1.412385 0.40 0.11 -0.06
H -2.271120 1.876172 1.346102 -0.54 0.20 0.21
H 1.825374 3.933962 -1.737223 -0.08 -0.50 0.38
H -4.552281 -1.344743 -1.333141 0.03 -0.14 -0.14